[1]
{"formula": "C43H57N11O13", "method": "ωB97M-V/def2-TZVPD", "species": ["C", "O", "N", "N", "H", "H", "H", "H", "C", "O", "N", "N", "H", "H", "H", "H", "C", "O", "N", "N", "H", "H", "H", "H", "C", "C", "C", "C", "C", "C", "O", "O", "H", "H", "H", "H", "H", "H", "C", "C", "C", "C", "C", "C", "O", "O", "H", "H", "H", "H", "H", "H", "C", "C", "C", "C", "C", "C", "O", "O", "H", "H", "H", "H", "H", "H", "C", "C", "C", "C", "C", "C", "O", "O", "H", "H", "H", "H", "H", "H", "C", "C", "C", "C", "C", "C", "O", "O", "H", "H", "H", "H", "H", "H", "C", "C", "N", "H", "H", "H", "C", "C", "N", "H", "H", "H", "C", "C", "N", "H", "H", "H", "C", "C", "N", "H", "H", "H", "C", "C", "N", "H", "H", "H"], "coordinates": [[-8.5390, 3.1080, 2.7981], [-7.9053, 2.2515, 2.2629], [-7.8984, 4.2377, 3.0864], [-9.7949, 3.1262, 2.9791], [-6.9759, 4.3065, 2.6810], [-8.5067, 5.0334, 3.2167], [-10.3968, 2.5039, 2.4589], [-10.1697, 4.0073, 3.3007], [-3.0670, -5.5992, -2.9267], [-3.0831, -6.5669, -2.1348], [-4.0188, -4.6436, -2.9459], [-2.0873, -5.4037, -3.6785], [-4.7049, -4.7556, -2.2133], [-3.9648, -3.7936, -3.4889], [-1.3689, -6.1051, -3.7887], [-1.9133, -4.4644, -4.0066], [-2.6624, 7.4605, 2.8139], [-2.2391, 8.4072, 3.3970], [-3.2066, 7.3900, 1.6359], [-2.4986, 6.2527, 3.2376], [-3.2508, 6.4880, 1.1837], [-3.1704, 8.2241, 1.0674], [-2.6825, 5.4494, 2.6536], [-1.7730, 6.1766, 3.9360], [3.6725, 0.9404, 7.9597], [2.9515, 2.1508, 7.6913], [2.3257, 2.3218, 6.4438], [2.3846, 1.3154, 5.5152], [3.1779, 0.1951, 5.7148], [3.7927, -0.0059, 6.9407], [4.5335, -1.1095, 7.1612], [1.7105, 3.5290, 6.1809], [4.1033, 0.7724, 8.9358], [2.8795, 2.9443, 8.4204], [1.9773, 1.3138, 4.5150], [3.2781, -0.5541, 4.9435], [5.0285, -1.2246, 7.9756], [2.2159, 4.2790, 6.5029], [-0.4384, 1.9471, -0.4568], [0.6671, 1.1532, -0.7909], [0.5657, -0.2353, -0.7646], [-0.6041, -0.8792, -0.3564], [-1.7508, -0.1483, -0.0246], [-1.5979, 1.2825, -0.0005], [-2.6088, 2.1432, 0.3200], [1.7643, -0.9732, -0.8468], [-0.4633, 3.0268, -0.4638], [1.6646, 1.5659, -0.8245], [-0.4937, -1.9533, -0.3322], [-2.7251, -0.5769, 0.1580], [-3.4274, 1.6527, 0.2159], [1.8030, -1.9320, -0.8213], [-8.4316, -3.6363, 2.4747], [-7.0655, -3.7307, 2.7198], [-6.3618, -4.9464, 2.4897], [-7.0006, -6.0538, 1.9140], [-8.4118, -5.9016, 1.7193], [-9.1129, -4.7769, 2.1011], [-10.4073, -4.8203, 1.9907], [-5.0041, -5.0137, 2.5831], [-9.0840, -2.8008, 2.6813], [-6.5557, -2.8727, 3.1325], [-6.5654, -7.0176, 1.6946], [-8.9089, -6.8417, 1.5310], [-10.8437, -4.0049, 2.2481], [-4.6282, -5.7253, 2.0597], [1.9060, -6.1025, 2.5770], [1.2579, -6.3254, 3.7948], [0.6555, -7.5733, 3.9412], [0.6369, -8.5676, 2.9006], [1.1641, -8.2039, 1.6245], [1.7637, -6.9256, 1.4664], [2.3224, -6.5753, 0.2256], [0.1762, -7.9556, 5.2157], [2.5477, -5.2402, 2.4720], [1.2426, -5.6070, 4.6011], [0.2828, -9.5654, 3.1140], [1.1295, -8.8576, 0.7655], [2.5340, -7.3900, -0.2360], [-0.3721, -8.7219, 5.0325], [11.0826, 1.5389, -2.3942], [9.8728, 1.6527, -1.6639], [9.2277, 0.4871, -1.3317], [9.6438, -0.7350, -1.8365], [10.7915, -0.8579, -2.6096], [11.5129, 0.3030, -2.8616], [12.6950, 0.0614, -3.4459], [8.0235, 0.5854, -0.6905], [11.6799, 2.4268, -2.5396], [9.5492, 2.5763, -1.2072], [9.0764, -1.6148, -1.5711], [11.1216, -1.8157, -2.9839], [13.3461, 0.7315, -3.2254], [7.4103, -0.1060, -0.9504], [5.4598, 3.0642, -4.4537], [4.2103, 2.8856, -5.0977], [3.2157, 2.7200, -5.5923], [6.2587, 2.3272, -4.5352], [5.3444, 2.9387, -3.3771], [5.9524, 4.0168, -4.6490], [1.7908, 7.9270, -1.3555], [3.0986, 7.9421, -2.0951], [4.1333, 7.9198, -2.5929], [0.9338, 7.7392, -2.0023], [1.5745, 8.8448, -0.8088], [1.8904, 7.1506, -0.5970], [-1.7557, 7.2735, -7.4770], [-2.0154, 6.6981, -6.1997], [-2.2655, 6.2559, -5.1428], [-2.7304, 7.4699, -7.9238], [-1.2695, 6.5486, -8.1298], [-1.2443, 8.2269, -7.3445], [4.6673, -2.3901, -6.1343], [5.6488, -3.4481, -6.0966], [6.4201, -4.3329, -6.0843], [4.6596, -2.0635, -7.1742], [4.9457, -1.5494, -5.4989], [3.7114, -2.8306, -5.8508], [-6.1986, 1.4974, -4.6188], [-6.1207, 1.5896, -6.0825], [-6.0279, 1.6180, -7.2266], [-6.1418, 0.4539, -4.3092], [-7.1634, 1.9270, -4.3492], [-5.3902, 2.0678, -4.1614]], "forces_ev_per_a": [[4.0060, 0.4816, -1.8028], [1.1164, -3.4011, -1.1852], [0.4553, 2.4105, 1.3521], [-5.9045, 0.2537, 1.2160], [-0.3253, 0.3042, 0.2488], [0.9490, 0.4016, -0.0561], [0.2399, 0.0555, 0.3119], [-0.5207, -0.5038, -0.0973], [-3.1859, -2.4847, 5.2617], [-0.8960, 0.7139, -0.8795], [-1.3522, 0.3770, 0.5488], [5.4886, 1.5369, -4.7537], [0.0249, 0.3667, -0.2827], [-0.0956, -0.3572, 0.1982], [-0.2007, 0.2696, 0.2738], [0.2079, -0.4149, -0.3266], [1.0449, 0.2406, -0.1582], [0.4245, 2.8688, 1.1012], [-2.2796, 1.6254, -4.4938], [1.2924, -4.8759, 3.2758], [-0.0837, 0.6432, -0.2129], [-0.2612, -0.2825, -0.0511], [0.2188, 0.1415, 0.4212], [-0.3421, -0.4211, 0.0883], [-1.3236, 1.8378, -0.9261], [0.5838, -1.8103, -0.5100], [0.7318, 0.9263, 1.5334], [0.6270, -0.8288, -1.1746], [-0.1306, -0.3577, 0.8138], [0.3676, 0.8662, 1.5240], [0.3193, -1.6773, -1.2050], [-0.6619, -0.2674, -0.6728], [0.1432, -0.0034, 0.0216], [0.0146, -0.0382, 0.1630], [-0.4719, 0.8195, 0.0827], [-0.0086, -0.0202, -0.0353], [-0.3782, 0.8019, 0.1718], [0.1756, -0.2418, 0.1970], [-0.2694, -2.0208, 0.5700], [-0.0135, -0.0016, 0.6177], [0.5635, -1.1270, 1.3100], [0.0486, 0.4129, -0.6219], [1.2588, 1.9871, -0.2690], [0.5339, -0.5117, -1.3622], [-0.6058, -0.3513, 0.1112], [0.2374, 1.6720, -0.5013], [0.2864, -0.0127, -0.0032], [0.0166, 0.2040, -0.6260], [-0.6987, -0.2208, 0.1580], [0.0894, -0.2394, 0.3187], [-0.3666, 0.1446, 0.2521], [-1.1021, 0.0582, 0.0882], [0.3252, -0.8041, 0.6238], [0.3842, -0.5720, 0.0935], [-0.2326, -0.4833, -1.7827], [-2.8546, 2.0007, 0.5894], [1.9309, -1.7098, 0.9563], [2.6684, -0.1856, -0.8252], [-3.4500, -0.3145, -0.3167], [0.7658, 1.0893, 0.9785], [0.5495, 0.6233, 0.1888], [0.2946, -0.0207, -0.1334], [0.3905, 0.1695, 0.0238], [-0.5487, 0.2119, -0.4850], [0.1411, 0.1156, 0.0662], [-0.3317, -0.1108, -0.0231], [-0.0976, 0.7867, -0.4597], [-0.1226, -1.3963, -0.8343], [-0.1405, -1.6312, 0.3676], [1.0385, 2.3711, -0.5852], [-0.3480, 0.9538, 1.5503], [0.0850, -1.5932, 0.0239], [-0.3118, 0.1585, 1.2352], [0.2560, 0.6500, -1.4550], [-0.1712, 0.3099, -0.1081], [0.2324, -0.0744, 0.0277], [-0.1621, -0.0243, -0.1047], [-0.0924, -0.2712, 0.0620], [-0.0103, -0.0579, -0.1003], [-0.1624, -0.1511, 0.3709], [-0.7591, 0.0947, 0.4541], [1.7097, -0.4348, 0.0435], [-1.1018, -0.2280, -1.1279], [0.5024, -0.5223, -0.1638], [-1.2173, 0.5980, 0.6105], [-0.4895, -0.2906, 0.9519], [1.3805, 0.2313, -0.9329], [-0.3297, 0.4400, 0.7684], [0.1280, 0.0495, -0.1882], [-0.0485, 0.1734, -0.2966], [-0.1124, -0.1596, -0.0454], [0.1170, 0.0474, 0.0264], [-0.0436, 0.1966, -0.0845], [0.2382, -0.1922, -0.0295], [1.9889, 0.1711, 1.8204], [2.3053, -0.0634, 0.6330], [-2.9775, -0.4244, -1.4628], [-0.3829, -0.4594, -1.1882], [-0.4997, 0.6589, 0.2373], [-0.4138, 0.1167, -0.0199], [0.7964, -0.1153, -0.1293], [-1.0665, 0.2720, 0.6197], [-0.1994, -0.0076, -0.0183], [0.2801, -0.2080, -0.1095], [0.4205, 0.1750, -0.2430], [-0.2356, -0.1402, -0.1283], [-0.5130, 0.2643, -0.8387], [-0.7833, -1.6220, 3.8650], [0.6684, 1.0861, -2.6278], [-0.0095, 0.1764, -0.1402], [0.3736, 0.3115, 0.0812], [0.2630, -0.2216, -0.3075], [0.0218, 0.0020, -0.3954], [2.5695, -2.7853, 0.3678], [-2.0041, 2.3483, -0.0327], [-0.4050, 0.2439, 0.0587], [-0.1101, -0.1543, 0.0390], [-0.0832, 0.3674, -0.0336], [-0.2269, 0.2228, -0.5220], [0.3932, -0.2694, 0.0806], [-0.1038, 0.0820, 0.1180], [-0.0583, 0.1070, -0.0017], [0.0913, -0.0985, 0.3575], [-0.0869, -0.0284, -0.0329]], "homo_ev": -7.81, "lumo_ev": -0.144, "charge": 0, "energy_ev": -88519.3247}



[2]
{"formula": "C11H39N2O7", "method": "ωB97M-V/def2-TZVPD", "species": ["N", "H", "H", "H", "H", "C", "O", "H", "H", "H", "H", "C", "O", "H", "H", "H", "H", "C", "O", "H", "H", "H", "H", "C", "O", "H", "H", "H", "H", "C", "O", "H", "H", "H", "H", "C", "O", "C", "C", "N", "C", "C", "O", "C", "H", "H", "H", "H", "H", "H", "H", "H", "H", "H", "H", "H", "H", "H", "H"], "coordinates": [[0.8652, 0.1382, -0.2197], [0.3132, 0.6852, -0.9457], [0.1262, -0.4178, 0.2733], [1.2212, 0.5272, 0.5563], [1.5572, -0.3498, -0.8577], [2.6572, -1.2388, -0.0657], [2.3062, -0.0288, 0.7123], [3.5762, -1.4618, 0.1963], [2.3982, -1.0188, -1.1837], [2.0132, -1.9088, 0.5483], [2.8842, 0.2052, 1.3203], [1.5462, 3.6032, -1.2387], [0.6702, 3.1352, -0.3017], [1.7622, 4.5812, -1.0257], [1.1852, 3.6892, -2.2117], [2.5312, 3.2892, -1.2867], [0.4182, 4.1422, -0.0407], [1.3302, -0.3268, -3.7157], [1.4722, 0.7252, -2.8607], [2.3542, -0.4398, -3.8847], [0.8872, -0.2918, -4.5097], [0.9032, -1.1888, -3.3367], [2.6672, 0.9462, -2.8167], [-0.4878, 0.1042, -3.4627], [-1.3118, 0.0982, -2.3167], [0.1722, 0.9252, -3.5547], [-0.7378, -0.0298, -4.5547], [0.0382, -0.8488, -3.3017], [-2.1868, 0.3872, -2.5867], [0.1722, -3.4408, -1.9397], [1.2732, -2.9038, -1.0967], [-0.2788, -4.2728, -1.2697], [0.6872, -3.9638, -2.7847], [-0.5218, -2.7278, -2.0037], [1.8992, -3.5728, -1.1207], [-3.8048, -3.0628, -0.2487], [-3.3548, -2.7028, 1.0133], [-2.5368, -1.4028, 0.7923], [-1.8348, -1.0898, 2.2083], [-1.1768, 0.2692, 2.0803], [-0.4518, 0.6612, 3.2653], [0.0492, 2.1252, 3.0893], [0.7082, 2.4932, 4.2773], [-0.0468, 3.1722, 5.1973], [-4.3518, -2.2598, -0.8087], [-4.6538, -3.7988, -0.0167], [-2.8198, -3.2408, -0.9547], [-3.2188, -0.7028, 0.3283], [-1.6668, -1.5628, 0.1723], [-1.0198, -1.8888, 2.6103], [-2.5258, -1.0028, 2.9883], [-1.9338, 0.7852, 1.8753], [0.2952, 0.1322, 3.8953], [-1.1938, 1.1842, 3.9733], [-0.4958, 2.7382, 2.5633], [0.7232, 2.1442, 2.2973], [-0.5888, 3.9852, 4.6883], [0.4102, 3.6082, 6.0593], [-0.8758, 2.6672, 5.5423]], "forces_ev_per_a": [[-14.3739, 0.6133, -11.0191], [0.0983, -0.3688, 1.4535], [0.4817, -0.1647, -1.0898], [-1.0486, 4.0870, 1.7385], [-3.1283, 1.5948, 1.2667], [-3.4061, 1.3480, 1.9760], [9.0500, -3.8061, 2.0922], [5.0029, -1.0794, 0.2774], [2.1461, -1.7605, 1.8700], [0.4336, -0.2680, -1.9023], [5.4569, 1.1610, 4.7294], [0.8251, 0.6539, -1.4007], [-1.9095, 3.4018, 2.2771], [0.5778, 2.9992, 0.5311], [-1.0196, -0.5841, -1.9324], [1.9028, -2.1545, 0.2792], [-0.3529, -4.3151, 0.2544], [12.9590, -3.0228, 4.8107], [7.0460, 3.7169, 3.2958], [2.4468, -1.3271, -1.6396], [-3.6854, 1.1591, -9.2643], [4.6606, -3.6831, 0.9706], [-5.2194, -0.9248, 0.0303], [-5.8984, -1.3532, -0.5656], [-1.7139, 0.9606, -0.4878], [-1.9925, 1.8007, 0.3041], [-2.0834, 0.0069, 0.9673], [-5.9710, 2.3577, 0.7627], [-0.3624, 0.2453, 0.4151], [3.8294, -5.1515, 2.9813], [-3.4095, 1.0473, -1.5256], [0.3373, 1.1274, -1.3670], [-1.2473, 0.9691, 0.0554], [-2.5344, 2.8761, -1.1831], [2.0528, -1.9650, 0.1622], [-0.0968, -0.4483, -1.4782], [2.1076, 3.4420, -0.5482], [0.2899, -3.0220, 3.5059], [1.8690, -0.2297, -1.1727], [3.5626, -5.4806, 0.0067], [-2.6492, 5.1373, 2.0584], [4.5656, -4.6270, 1.8172], [1.1578, -0.2081, -0.7225], [-1.5706, 2.5342, -1.0573], [0.4046, -0.0675, 0.5830], [1.8531, 0.1110, -1.0814], [-2.6413, -0.6568, 1.3797], [0.0008, 0.5927, 0.4111], [-0.1371, -0.5170, -0.9074], [-1.9433, 1.6112, -1.5957], [-1.4309, -0.2618, 1.1677], [-2.7077, 3.2062, -0.4447], [-0.6597, -0.5040, -1.3611], [0.0202, -2.5851, 0.3529], [-4.8567, 3.8994, -1.1589], [2.9122, -0.4619, -1.1594], [0.4530, 0.5150, 0.0047], [1.2471, -0.1081, 0.1694], [-1.7004, -2.0686, 1.1071]], "homo_ev": -11.35, "e_above_lowest_kcal_mol": 233.7, "lumo_ev": -2.598, "charge": 1, "energy_ev": -29321.1862}